Entry from the Open Molecules 2025 dataset: C39H37BiCl2N4O5 as an isolated structure (ωB97M-V with the def2-TZVPD basis set).

Values from the calculation:
Strongest force on any atom (eV/A): 0.394
E (hartree): -3238.63673
Lowest unoccupied orbital energy (eV): -0.74

Structure (ORCA input):
```
! wB97M-V def2-TZVPD RIJCOSX def2/J DEFGRID3
* xyz 0 1
Bi -0.803 -0.175 1.098
C -2.553 1.508 -2.860
C -2.461 2.885 -2.826
C -2.169 3.513 -1.627
C -1.951 2.745 -0.492
N -1.973 1.406 -0.547
C -2.292 0.807 -1.696
C -1.681 3.370 0.836
C -1.905 4.722 1.073
C -1.639 5.225 2.334
C -1.161 4.378 3.317
C -0.961 3.038 3.001
N -1.219 2.562 1.786
C -0.469 2.071 4.024
C 0.369 2.481 5.053
C 0.759 1.552 6.003
C 0.304 0.251 5.896
C -0.508 -0.079 4.821
N -0.885 0.808 3.900
H -2.806 0.976 -3.766
H -2.616 3.472 -3.722
H -2.087 4.589 -1.591
H -2.323 -0.274 -1.669
H -2.295 5.373 0.305
H -1.819 6.270 2.552
H -0.979 4.739 4.320
H 0.729 3.501 5.099
H 1.416 1.842 6.813
H 0.580 -0.503 6.620
H -0.856 -1.092 4.674
O -4.812 -4.865 2.559
C -4.028 -4.007 2.274
C -2.679 -3.745 2.953
O -2.228 -4.326 3.910
C -2.084 -2.626 2.204
C -2.945 -2.184 1.215
O -2.641 -1.154 0.454
C -4.179 -2.963 1.162
O -5.127 -2.829 0.427
O -0.936 -2.065 2.412
Cl 2.293 -0.375 2.492
C 3.415 0.913 2.024
Cl 3.087 2.416 2.899
H 3.289 1.095 0.963
H 4.416 0.585 2.268
C 2.155 2.073 -4.571
C 1.811 1.952 -3.108
C 1.983 3.033 -2.251
C 1.707 2.888 -0.896
C 1.847 4.057 0.045
C 1.268 1.661 -0.420
C 1.008 0.556 -1.263
C 1.325 0.745 -2.621
N 0.429 -0.588 -0.726
C 0.626 -1.924 -1.333
C -0.234 -2.154 -2.596
C 0.003 -3.560 -3.163
C -0.447 -4.599 -2.132
C 0.364 -4.406 -0.849
C 1.846 -4.638 -1.146
C 2.312 -3.612 -2.182
C 1.492 -3.753 -3.470
C 2.117 -2.201 -1.617
C 0.168 -2.981 -0.323
H 2.209 3.118 -4.876
H 1.415 1.569 -5.194
H 3.125 1.615 -4.778
H 2.342 3.983 -2.632
H 2.639 4.733 -0.281
H 2.068 3.731 1.064
H 0.916 4.633 0.080
H 1.131 1.579 0.659
H 1.184 -0.051 -3.334
H -0.044 -1.407 -3.369
H -1.287 -2.055 -2.308
H -0.579 -3.675 -4.081
H -0.292 -5.610 -2.520
H -1.516 -4.486 -1.927
H 0.023 -5.109 -0.085
H 2.003 -5.656 -1.514
H 2.433 -4.526 -0.229
H 3.371 -3.769 -2.401
H 1.656 -4.737 -3.919
H 1.823 -3.004 -4.198
H 2.523 -1.471 -2.315
H 2.663 -2.085 -0.674
H 0.724 -2.864 0.613
H -0.894 -2.833 -0.106
*
```

These are the Mulliken partial charges, in e, on atoms 1 to 8: 1.963, -1.010, -0.803, -1.004, 0.585, 0.230, 0.092, 0.401

---

Entry from the Open Molecules 2025 dataset: C39H37BiCl2N4O5 as an isolated structure (ωB97M-V with the def2-TZVPD basis set).

Values from the calculation:
Strongest force on any atom (eV/A): 0.926
E (hartree): -3238.62291
Lowest unoccupied orbital energy (eV): -0.74

Structure (ORCA input):
```
! wB97M-V def2-TZVPD RIJCOSX def2/J DEFGRID3
* xyz 0 1
Bi -1.127 -0.125 0.216
C -3.768 3.708 -0.878
C -2.895 4.416 -1.692
C -1.841 3.746 -2.284
C -1.679 2.384 -2.022
N -2.504 1.722 -1.211
C -3.523 2.361 -0.667
C -0.624 1.596 -2.676
C -0.135 1.958 -3.932
C 0.839 1.172 -4.526
C 1.293 0.050 -3.859
C 0.733 -0.273 -2.621
N -0.188 0.499 -2.060
C 1.145 -1.522 -1.954
C 2.489 -1.882 -1.895
C 2.827 -3.087 -1.301
C 1.812 -3.904 -0.830
C 0.503 -3.456 -0.945
N 0.172 -2.291 -1.472
H -4.612 4.193 -0.412
H -3.034 5.475 -1.851
H -1.136 4.271 -2.907
H -4.168 1.762 -0.041
H -0.530 2.817 -4.450
H 1.229 1.423 -5.501
H 2.041 -0.591 -4.296
H 3.248 -1.212 -2.266
H 3.864 -3.375 -1.200
H 2.023 -4.857 -0.370
H -0.317 -4.068 -0.599
O 3.240 -2.163 3.937
C 2.613 -2.224 2.910
C 2.838 -1.422 1.638
O 3.896 -1.143 1.116
C 1.476 -1.149 1.206
C 0.588 -2.045 1.795
O -0.681 -2.011 1.564
C 1.314 -2.971 2.663
O 1.004 -4.081 3.040
O 1.089 -0.217 0.378
Cl -2.993 -3.033 -0.953
C -3.340 -3.074 0.781
Cl -4.010 -1.523 1.281
H -2.402 -3.216 1.322
H -4.077 -3.853 0.980
C 1.920 3.919 -1.528
C 0.777 3.954 -0.558
C 0.093 5.142 -0.338
C -0.954 5.188 0.570
C -1.642 6.491 0.866
C -1.343 4.029 1.225
C -0.692 2.803 1.008
C 0.383 2.810 0.108
N -1.042 1.592 1.579
C -1.566 1.504 2.945
C -1.288 0.109 3.521
C -1.817 -0.024 4.951
C -1.130 0.996 5.853
C -1.395 2.390 5.296
C -2.899 2.659 5.291
C -3.602 1.615 4.426
C -3.323 0.220 4.973
C -3.090 1.712 2.989
C -0.840 2.493 3.874
H 2.475 4.853 -1.488
H 1.551 3.787 -2.546
H 2.592 3.095 -1.301
H 0.394 6.035 -0.865
H -1.536 7.188 0.037
H -1.188 6.951 1.744
H -2.701 6.348 1.074
H -2.178 4.094 1.904
H 0.943 1.899 -0.022
H -0.212 -0.080 3.506
H -1.768 -0.647 2.901
H -1.606 -1.037 5.311
H -0.058 0.794 5.889
H -1.520 0.911 6.869
H -0.895 3.132 5.927
H -3.097 3.658 4.899
H -3.284 2.620 6.312
H -4.681 1.802 4.435
H -3.844 -0.528 4.370
H -3.694 0.144 5.996
H -3.360 2.678 2.564
H -3.554 0.940 2.369
H 0.226 2.252 3.867
H -0.938 3.517 3.522
*
```

These are the Mulliken partial charges, in e, on atoms 1 to 8: 0.922, -0.996, -0.672, -0.733, 0.822, -0.381, -0.066, 0.159

---

Entry from the Open Molecules 2025 dataset: C39H37ClLaN10O as an isolated structure in a non-equilibrium geometry (ωB97M-V with the def2-TZVPD basis set).

Values from the calculation:
Strongest force on any atom (eV/A): 2.330
E (hartree): -2622.88239
Lowest unoccupied orbital energy (eV): -3.27

Structure (ORCA input):
```
! wB97M-V def2-TZVPD RIJCOSX def2/J DEFGRID3
* xyz 1 1
La 0.034 -0.082 -0.130
C 3.785 4.451 -1.959
C 2.797 5.048 -1.185
C 1.635 4.356 -0.878
C 1.438 3.057 -1.345
C 2.431 2.461 -2.114
C 3.596 3.155 -2.417
N 0.266 2.335 -0.986
C -0.914 2.812 -1.345
C -1.110 3.842 -2.335
C -2.351 4.292 -2.641
C -3.530 3.789 -2.000
C -3.407 2.827 -1.059
C -2.123 2.301 -0.724
N -1.949 1.357 0.234
N -2.910 1.128 1.033
C -2.732 0.023 1.879
C -3.474 0.011 3.060
C -3.427 -1.099 3.874
C -2.667 -2.198 3.480
C -1.963 -2.098 2.301
N -1.961 -1.013 1.512
H 4.694 4.989 -2.196
H 2.933 6.056 -0.814
H 0.865 4.819 -0.269
H 2.288 1.443 -2.454
H 4.363 2.678 -3.015
H -0.240 4.247 -2.833
H -2.458 5.057 -3.402
H -4.502 4.171 -2.278
H -4.269 2.413 -0.555
H -4.080 0.876 3.297
H -3.991 -1.123 4.798
H -2.625 -3.104 4.071
H -1.360 -2.932 1.962
Cl 3.679 -5.740 -3.101
C 3.192 -4.207 -2.443
C 3.351 -3.043 -3.206
C 2.968 -1.824 -2.701
C 2.374 -1.709 -1.427
O 1.993 -0.543 -0.972
C 2.250 -2.889 -0.657
C 1.833 -2.852 0.729
N 1.197 -1.880 1.287
C 1.008 -1.837 2.699
C 1.072 -2.912 3.543
C 0.853 -2.774 4.931
C 0.579 -1.552 5.470
C 0.506 -0.417 4.631
C 0.247 0.882 5.134
C 0.188 1.945 4.286
C 0.356 1.709 2.909
N 0.589 0.523 2.400
C 0.704 -0.552 3.245
C 2.680 -4.123 -1.180
H 3.801 -3.115 -4.189
H 3.121 -0.912 -3.268
H 2.162 -3.704 1.328
H 1.272 -3.902 3.151
H 0.909 -3.650 5.564
H 0.421 -1.434 6.536
H 0.102 1.014 6.201
H 0.002 2.949 4.641
H 0.275 2.529 2.200
H 2.597 -5.018 -0.574
N -0.346 -0.029 -2.700
C -0.117 0.079 -3.830
N 0.196 0.210 -5.097
C 0.866 -0.880 -5.834
C -0.101 -1.501 -6.831
C -0.721 -0.431 -7.733
C -1.402 0.661 -6.904
C -0.424 1.273 -5.914
H 1.244 -1.605 -5.115
H 1.719 -0.438 -6.355
H -0.892 -2.023 -6.281
H 0.431 -2.250 -7.420
H -1.438 -0.886 -8.418
H 0.065 0.020 -8.350
H -2.247 0.234 -6.353
H -1.798 1.450 -7.546
H -0.897 1.991 -5.247
H 0.384 1.785 -6.442
N -1.088 -3.500 -1.100
N -1.640 -2.179 -1.236
H -1.730 -4.199 -1.457
H -0.966 -3.681 -0.112
H -2.599 -2.139 -0.904
H -1.645 -1.960 -2.223
*
```

These are the Mulliken partial charges, in e, on atoms 1 to 8: 1.753, -0.595, -0.726, -0.069, -0.711, 0.230, -0.716, 0.907

---

Going through the records in order, we get energy relative to the best compared isomer or geometry (same formula, charge and spin) values of 0.0, 36.3, 65.2 kJ/mol.